The following is a DFT calculation (the ωB97M-V functional and the def2-TZVPD basis) of C12H21Cl3GeN2OSiTc as an isolated structure.

Computed properties:
- electronic energy (eV) = -121959.7201
- E_HOMO (alpha / beta) (eV) = -15.46 / -15.42
- Kohn-Sham gap (alpha / beta) (eV) = 7.64 / 6.63

```
! RIJCOSX wB97M-V def2-TZVPD def2/J DEFGRID3
* xyz 2 4
Tc -0.778 -0.706 -0.691
C 1.904 -2.049 2.611
C 1.406 -1.971 1.208
O 0.448 -1.214 0.917
N 2.005 -2.707 0.274
C 1.576 -2.729 -1.122
C 1.927 -1.453 -1.862
C 3.109 -1.360 -2.573
C 3.448 -0.167 -3.196
C 2.582 0.910 -3.083
C 1.407 0.745 -2.381
N 1.073 -0.411 -1.780
H 1.065 -1.938 3.294
H 2.594 -1.223 2.795
H 2.419 -2.987 2.810
H 2.763 -3.314 0.543
H 0.494 -2.918 -1.165
H 2.063 -3.575 -1.599
H 3.760 -2.223 -2.639
H 4.369 -0.086 -3.758
H 2.808 1.865 -3.536
H 0.700 1.558 -2.282
Cl -1.529 -1.131 -4.457
Si -2.069 -0.298 -2.721
Cl -2.484 -1.594 0.372
Cl -3.672 0.849 -2.931
C -1.653 3.588 1.992
Ge -2.093 1.698 1.621
C -3.999 1.597 1.146
C -1.475 0.586 3.123
C -0.949 1.291 -0.035
H -2.236 3.890 2.862
H -1.922 4.229 1.154
H -0.595 3.714 2.221
H -4.567 2.087 1.936
H -4.363 0.579 1.047
H -4.174 2.135 0.214
H -2.017 0.896 4.016
H -0.410 0.750 3.290
H -1.662 -0.473 2.950
H 0.077 1.587 0.207
H -1.350 1.973 -0.793
*
```